Entry 1:
Here is C15H17BeF3N2O2 as an isolated structure at a distorted geometry from the OMol25 dataset. Energies are from ωB97M-V/def2-TZVPD.

Geometry as XYZ:
```
40
Properties=species:S:1:pos:R:3:forces:R:3
C -1.0296 1.3341 2.3451 0.2 2.2 2.7
C -1.0515 -0.9541 2.4708 0.5 -1.4 2.1
H -0.0544 1.7459 2.6238 0.1 -0.3 -0.1
H -1.5324 1.0034 3.2751 0.4 0.3 -0.6
H -1.6658 2.1313 1.9429 0.0 -0.4 -0.6
H -0.7584 -1.8662 1.9421 0.0 0.3 -0.2
H -0.2966 -0.7053 3.2302 -0.2 -0.1 -0.4
H -2.0199 -1.1376 2.9692 0.5 0.3 -0.5
C -0.0863 2.6221 -0.4025 -0.1 -0.6 -0.7
C 0.2623 3.4330 -1.4847 -0.1 -0.2 0.2
C 0.4897 2.8388 -2.7269 -0.1 -0.4 0.1
C 0.3682 1.4515 -2.8603 -0.2 -0.1 0.6
H -0.2432 3.0154 0.6021 0.1 -0.1 -0.4
H 0.3489 4.5072 -1.3276 0.1 -0.3 -0.1
H 0.7686 3.4350 -3.5934 0.0 -0.1 0.2
H 0.5717 0.9329 -3.7892 0.0 0.4 0.0
N -0.2569 1.2930 -0.5541 0.7 0.1 -0.7
C -0.0193 0.6856 -1.7496 0.1 1.6 0.3
C -0.1589 -0.7785 -1.7689 -0.2 -1.8 -0.2
N -0.4742 -1.3825 -0.5963 0.6 0.1 -0.9
C -0.5851 -2.7247 -0.5507 0.2 0.6 -0.8
C -0.0848 -2.9277 -2.9009 0.0 0.6 0.3
C -0.3849 -3.5320 -1.6798 -0.1 0.4 0.2
H -0.8447 -3.1798 0.4022 0.1 0.2 -0.1
H -0.4711 -4.6117 -1.5834 0.0 0.2 -0.1
C 0.0323 -1.5356 -2.9423 -0.2 0.2 0.6
H 0.2741 -1.0030 -3.8529 0.0 -0.3 -0.1
H 0.0603 -3.5088 -3.8100 0.0 0.1 0.3
Be -0.4443 0.1096 0.7041 -1.0 -0.7 1.1
C -2.3249 -0.0352 0.9221 -2.2 -0.6 -1.4
H -2.6498 -1.0358 0.6069 -0.2 0.1 -0.1
H -2.5895 0.6755 0.1233 -0.1 0.0 -0.2
H -2.9453 0.2486 1.7843 0.3 -0.1 -0.5
F 4.3048 -0.0057 2.6260 -0.7 -0.2 -1.0
C 3.4293 -0.1397 1.6069 -0.3 0.0 -0.3
F 3.7120 0.8186 0.6705 0.1 -0.7 0.6
F 3.6191 -1.3574 1.0168 0.2 0.9 0.5
C 1.9245 0.0230 2.0425 -0.4 -0.1 0.6
O 1.6954 0.3138 3.2133 0.4 -0.3 -1.4
O 1.1101 -0.1972 1.0532 1.7 0.4 1.0
```
Forces are in eV/Å.

Properties
E_LUMO (spin up / spin down)   -0.03334 / -0.03343 Ha
Calculated total energy   -31456.4766 eV
HOMO-LUMO gap (spin up / spin down)   4.8 / 5.7 eV
HOMO energy (spin up / spin down)   -5.73 / -6.58 eV
Net charge   0



Entry 2:
Here is C15H17BrN4O5S as an isolated structure at a distorted geometry from the OMol25 dataset. Energies are from ωB97M-V/def2-TZVPD.

Geometry as XYZ:
```
43
Properties=species:S:1:pos:R:3:forces:R:3
C 0.0506 0.6130 2.5271 -3.1 -3.2 4.9
N 1.1664 -0.1933 2.5744 5.0 -3.6 2.7
C 1.9276 -0.7520 1.4625 -0.2 0.0 9.4
C 2.8983 -1.5871 1.8180 2.6 -1.1 -0.8
C 3.2956 -1.8063 3.2451 4.0 -9.0 -0.1
O 4.2063 -2.8041 3.5081 -3.5 5.6 -2.0
N 2.4808 -1.5377 4.3247 0.6 3.4 -8.1
C 1.6587 -0.4685 4.0330 -4.1 -0.4 -0.4
O 1.0497 -0.0338 4.9907 0.1 1.4 -1.2
C 2.9255 -1.6872 5.5603 2.8 -5.0 5.5
H 3.4095 -0.9239 6.0496 0.3 2.9 0.7
H 3.9792 -2.3956 5.6007 -3.8 1.0 -0.5
H 2.0254 -1.9990 6.1514 1.3 -0.2 0.2
H 3.5108 -2.1353 0.9612 -1.1 1.3 2.4
C 1.5580 -0.2874 0.2742 -1.9 -10.3 -7.3
N 0.1352 -1.0445 -0.0246 1.2 1.4 -2.6
C -0.3750 -0.8934 -1.3331 11.5 -0.9 -0.2
O 0.4572 -0.8313 -2.2752 -1.1 0.7 1.3
C -1.6384 -1.1365 -1.6736 -7.6 -4.0 5.4
N -2.4365 -0.3261 -0.7461 -0.5 3.5 0.6
S -1.9883 1.4903 -0.9479 4.5 -11.2 -4.6
O -0.6960 1.4446 -0.4092 1.7 2.3 0.1
O -3.0855 2.0500 -0.4933 -8.6 6.4 4.4
C -2.0287 1.4478 -2.7490 4.1 1.6 3.3
C -2.9573 1.8382 -3.5136 -14.0 -1.1 0.8
C -3.2189 1.8605 -4.9067 -6.9 -0.4 7.3
C -2.1372 1.9876 -5.4074 16.8 0.3 -8.5
C -0.6584 1.8248 -4.9162 -8.3 -0.3 7.7
C -0.8474 1.6137 -3.3489 4.2 0.4 -8.6
H 0.0424 1.6303 -2.8817 2.9 -0.3 2.0
H 0.2551 1.9123 -5.4050 1.0 0.2 -0.9
Br -1.9285 2.1978 -7.3275 -0.6 0.1 -0.5
H -4.1252 1.8653 -5.4231 -1.4 0.2 -0.1
H -4.2119 1.7238 -2.8077 3.6 0.7 -2.0
H -3.4687 -0.2976 -0.6914 0.8 -0.7 -0.7
H -1.8325 -2.2808 -1.2988 0.3 2.4 -1.4
H -1.8777 -0.9735 -2.6203 -0.7 0.2 -4.3
H -0.6420 -1.0990 0.5846 -0.3 0.6 1.6
H 1.5354 0.6526 0.1243 -0.3 6.6 -1.4
H 2.3102 -0.9859 -0.4352 -2.1 2.7 1.0
H -1.0013 0.0532 2.6730 2.1 0.9 -0.7
H 0.1814 1.1298 3.4508 -0.7 1.4 0.4
H 0.0960 1.1444 1.7220 -0.4 3.6 -4.6
```
Forces are in eV/Å.

Properties
E_LUMO   -0.02165 Ha
Calculated total energy   -112891.8552 eV
HOMO-LUMO gap   8.3 eV
HOMO energy   -8.86 eV
Net charge   0



Entry 3:
Here is C15H17Cl2N5Pt as an isolated structure from the OMol25 dataset. Energies are from ωB97M-V/def2-TZVPD.

Geometry as XYZ:
```
40
Properties=species:S:1:pos:R:3:forces:R:3
Pt -0.0101 -0.0825 0.0444 0.4 0.2 0.0
C 5.0371 -2.7972 -0.1676 -0.1 0.0 0.0
C 5.3760 -1.4491 0.0323 -0.1 -0.2 0.0
C 4.4005 -0.4965 0.0849 -0.4 -0.1 0.0
C 3.0068 -0.8816 -0.0606 0.4 0.0 0.0
C 2.6947 -2.2483 -0.3050 0.0 0.1 0.0
C 3.6795 -3.1759 -0.3481 0.5 -0.2 0.0
N 2.0222 0.0207 0.0108 -0.1 0.4 0.0
N 2.5335 1.3186 0.0650 -0.1 -0.3 0.1
C 1.6126 2.2409 0.0606 -0.3 0.1 -0.1
C 1.9826 3.6070 0.0908 0.1 0.0 0.0
C 1.0054 4.5706 0.0736 -0.1 0.1 0.0
C -0.3290 4.1784 0.0298 0.0 0.0 0.0
C -0.6555 2.8233 0.0033 0.0 0.1 0.0
N 0.2711 1.8773 0.0173 0.3 0.0 -0.1
H 5.8151 -3.5515 -0.2037 -0.1 0.1 0.0
H 6.4130 -1.1610 0.1434 0.0 0.0 0.0
H 4.6393 0.5382 0.2458 0.0 0.1 0.0
H 1.6824 -2.5270 -0.5201 -0.2 0.0 0.0
H 3.4324 -4.2125 -0.5417 0.1 0.0 0.0
H 3.0367 3.8442 0.1270 0.0 0.0 0.0
H 1.2643 5.6211 0.0940 0.0 0.0 0.0
H -1.1256 4.9096 0.0199 0.0 -0.1 0.0
H -1.6823 2.4998 -0.0283 0.0 0.0 0.0
C -5.2043 -0.3534 1.2253 0.1 0.2 -0.1
N -4.4580 0.0935 0.0247 0.3 -0.1 0.0
C -5.2122 0.5720 -1.1565 0.1 0.0 0.1
C -3.1581 0.1082 0.0307 -0.9 -0.1 -0.1
N -2.0027 0.1249 0.0346 0.2 0.0 0.1
H -6.0212 -0.9950 0.9048 0.0 0.0 -0.1
H -5.6070 0.5020 1.7657 0.0 0.0 -0.1
H -4.5465 -0.9154 1.8817 0.1 0.0 0.0
H -6.0305 -0.1176 -1.3474 0.0 -0.1 0.0
H -4.5619 0.5968 -2.0262 0.0 0.0 0.0
H -5.6160 1.5668 -0.9741 0.0 0.0 0.1
Cl -0.8275 -2.3687 0.3857 -0.3 -0.1 0.1
C -0.2038 -4.0831 0.3989 0.3 -0.2 -0.2
Cl 0.1683 -4.7017 -1.1865 0.0 0.2 0.0
H -1.0449 -4.6341 0.7971 -0.1 0.1 0.1
H 0.6589 -4.1336 1.0494 0.1 0.1 0.0
```
Forces are in eV/Å.

Properties
E_LUMO (spin up / spin down)   -0.23746 / -0.34166 Ha
Expectation value of S²   2.061
2S+1   3
Calculated total energy   -51555.3123 eV
HOMO-LUMO gap (spin up / spin down)   7.4 / 6.4 eV
HOMO energy (spin up / spin down)   -13.85 / -15.65 eV
Net charge   +2